No. 1
{"formula": "CH2NO3S", "method": "ωB97M-V with the def2-TZVPD basis set", "symbols": ["N", "S", "O", "C", "O", "O", "H", "H"], "coordinates": [[-1.11, -0.65, 1.21], [0.16, -1.49, 0.19], [0.28, -0.47, -1.03], [1.13, 0.89, -0.75], [1.35, 1.08, 0.44], [1.33, 1.47, -1.83], [-1.98, -1.10, 0.98], [-1.17, 0.27, 0.79]], "charge": -1, "smiles": "NSOC(=O)[O-]", "homo_ev": -3.763, "homo_lumo_gap_ev": 7.43, "de_lowest_kj_mol": 43.9, "total_energy_ha": -718.02470, "spin_multiplicity": 1}

***

No. 2
{"formula": "CH2NO3S", "method": "ωB97M-V with the def2-TZVPD basis set", "symbols": ["C", "N", "O", "O", "O", "S", "H", "H"], "coordinates": [[1.30, 0.39, 0.01], [0.03, 0.46, 0.25], [-2.08, -0.92, 1.25], [2.09, -0.40, 0.49], [-1.56, -0.79, -1.26], [-1.00, -1.12, 0.29], [1.62, 1.20, -0.63], [-0.42, 1.19, -0.40]], "charge": -1, "homo_ev": -4.450, "homo_lumo_gap_ev": 8.57, "de_lowest_kj_mol": 106.2, "total_energy_ha": -718.00097, "spin_multiplicity": 1}

***

No. 3
{"formula": "CH2NO3S", "method": "ωB97M-V with the def2-TZVPD basis set", "symbols": ["C", "N", "O", "O", "O", "S", "H", "H"], "coordinates": [[-1.28, 0.57, 0.06], [1.53, -0.10, -0.12], [-2.10, 0.59, 0.98], [-0.94, 1.21, -0.91], [-0.24, -2.02, -0.77], [0.10, -1.11, 0.36], [1.76, 0.12, 0.87], [1.17, 0.74, -0.48]], "charge": -1, "homo_ev": -3.330, "homo_lumo_gap_ev": 7.12, "de_lowest_kj_mol": 68.5, "total_energy_ha": -718.01534, "spin_multiplicity": 1}

***

No. 4
{"formula": "CH2NO3S", "method": "ωB97M-V with the def2-TZVPD basis set", "symbols": ["N", "C", "O", "S", "O", "O", "H", "H"], "coordinates": [[-0.96, -0.66, -0.14], [0.37, -0.47, -0.43], [0.90, -0.95, -1.46], [1.17, 0.80, 0.74], [1.40, 1.86, -0.21], [-0.07, 1.00, 1.58], [-1.42, -1.35, -0.67], [-1.38, -0.23, 0.60]], "charge": -1, "smiles": "NC([O-])=S(=O)=O", "homo_ev": -3.318, "homo_lumo_gap_ev": 7.47, "de_lowest_kj_mol": 40.9, "total_energy_ha": -718.02584, "spin_multiplicity": 1}

***

No. 5
{"formula": "CH2NO3S", "method": "ωB97M-V with the def2-TZVPD basis set", "symbols": ["C", "N", "O", "O", "O", "S", "H", "H"], "coordinates": [[1.25, -0.70, 0.13], [0.29, 0.22, -0.10], [-2.02, 0.85, 1.04], [1.08, -1.89, 0.37], [-1.95, 0.61, -1.45], [-1.63, -0.03, -0.03], [2.25, -0.18, -0.01], [0.73, 1.11, 0.05]], "charge": -1, "homo_ev": -4.419, "homo_lumo_gap_ev": 8.49, "de_lowest_kj_mol": 63.5, "total_energy_ha": -718.01725, "spin_multiplicity": 1}

***

No. 6
{"formula": "CH2NO4", "method": "ωB97M-V with the def2-TZVPD basis set", "symbols": ["O", "C", "O", "N", "O", "O", "H", "H"], "coordinates": [[2.11, 0.42, -0.34], [1.07, -0.08, 0.03], [0.77, -1.28, 0.16], [-0.04, 0.89, 0.33], [-1.19, 0.30, 0.69], [-1.75, -0.62, -0.34], [-0.06, 1.53, -0.41], [-0.91, -1.15, -0.13]], "charge": -1, "smiles": "O=C([O-])NOO", "homo_ev": -4.977, "homo_lumo_gap_ev": 9.43, "de_lowest_kj_mol": 75.5, "total_energy_ha": -394.96954, "spin_multiplicity": 1}

***

No. 7
{"formula": "CH2NO4P", "method": "ωB97M-V with the def2-TZVPD basis set", "symbols": ["C", "N", "O", "O", "O", "O", "P", "H", "H"], "coordinates": [[-0.67, 1.56, 2.62], [-0.32, 0.82, 1.77], [1.21, -1.46, -2.65], [-1.03, -0.61, -1.95], [-1.04, 2.41, 3.41], [1.11, 0.09, -0.68], [0.32, -1.02, -1.58], [0.16, -1.98, -0.69], [0.26, 0.18, -0.24]], "charge": -2, "homo_ev": -1.158, "homo_lumo_gap_ev": 7.67, "de_lowest_kj_mol": 40.7, "total_energy_ha": -736.47834, "spin_multiplicity": 1}

***

No. 8
{"formula": "CH2NOS3", "method": "ωB97M-V with the def2-TZVPD basis set", "symbols": ["C", "N", "O", "S", "S", "S", "H", "H"], "coordinates": [[2.76, 0.17, 0.35], [-0.09, -0.21, 0.53], [2.41, 0.64, 1.36], [3.94, 0.02, -0.65], [0.62, -2.99, -0.53], [0.88, -0.97, -0.63], [0.67, 0.00, 1.29], [-0.99, -0.45, 0.90]], "charge": -1, "homo_ev": -3.011, "homo_lumo_gap_ev": 6.34, "de_lowest_kj_mol": 106.2, "total_energy_ha": -1363.90264, "spin_multiplicity": 1}

***

No. 9
{"formula": "CH2NOS3", "method": "ωB97M-V with the def2-TZVPD basis set", "symbols": ["O", "N", "S", "C", "S", "S", "H", "H"], "coordinates": [[-0.09, 1.34, -0.15], [-0.30, 0.03, -0.10], [-1.96, -0.33, 0.17], [0.59, -0.89, 0.10], [0.50, -2.53, 0.22], [2.42, 0.24, 0.04], [-2.50, 0.96, -0.07], [1.34, 1.19, -0.21]], "charge": -1, "smiles": "[O-]N(S)C(=S)S", "homo_ev": -3.758, "homo_lumo_gap_ev": 6.93, "de_lowest_kj_mol": 360.2, "total_energy_ha": -1363.80588, "spin_multiplicity": 1}

***

No. 10
{"formula": "CH2NOS3", "method": "ωB97M-V with the def2-TZVPD basis set", "symbols": ["C", "N", "O", "S", "S", "S", "H", "H"], "coordinates": [[0.50, -0.41, 0.03], [-0.57, 0.26, 0.22], [-0.10, 2.26, -0.02], [-2.05, -0.13, -0.18], [0.38, -2.10, -0.01], [2.12, 0.14, 0.09], [-1.04, -2.09, 0.10], [0.76, 2.07, -0.22]], "charge": -1, "homo_ev": [-3.791, -3.791], "homo_lumo_gap_ev": [6.16, 6.17], "de_lowest_kj_mol": 404.9, "total_energy_ha": -1363.78887, "spin_multiplicity": 1}